62
Properties=species:S:1:pos:R:3:nbo_charge:R:1 method="wB97M-V/def2-TZVPD" e_tot_ev=-128512.1441 de_lowest_kcal_mol=3.11 orbital_gap_ev="6.0 / 6.0" lumo_ha="-0.114 / -0.114"
Ru -1.10533 -0.59283 -0.41824 1.05
F -4.29937 -0.27542 -4.08667 -0.29
C -4.43885 0.85310 -3.41358 0.75
F -5.46365 0.74921 -2.57561 -0.30
F -4.65960 1.85086 -4.25896 -0.30
S -2.91629 1.22040 -2.43222 2.27
O -2.81994 0.04199 -1.55972 -0.91
O -3.16618 2.48577 -1.81315 -0.93
N -1.80036 1.28450 -3.51877 -1.21
S -0.47890 0.43865 -3.53617 2.27
O -0.13931 -0.12520 -2.21711 -0.91
O 0.58168 1.11748 -4.18546 -0.86
C -0.88070 -1.02973 -4.58597 0.75
F -1.89615 -1.68996 -4.06067 -0.29
F 0.18647 -1.80722 -4.66032 -0.29
F -1.20721 -0.59949 -5.79930 -0.30
O -0.56330 -4.00298 -2.45574 -0.60
C -0.34130 -3.14538 -1.62979 0.78
O -1.29938 -2.45111 -1.08321 -0.68
C 1.08324 -2.92337 -1.17196 -0.29
C 1.99100 -3.85034 -1.65175 -0.04
C 3.33165 -3.74884 -1.33907 -0.05
C 3.81019 -2.69767 -0.59176 -0.12
C 2.91029 -1.77073 -0.10714 -0.07
C 1.51229 -1.86275 -0.33730 0.46
O 0.71368 -0.95013 0.17263 -0.63
N 3.50862 -0.63757 0.59845 0.54
O 2.85934 -0.07565 1.45393 -0.39
O 4.67395 -0.39541 0.36327 -0.37
N 4.27414 -4.75414 -1.83805 0.54
O 3.82055 -5.67713 -2.47885 -0.37
O 5.44846 -4.59944 -1.57294 -0.38
H 1.62580 -4.64946 -2.28099 0.27
H 4.86590 -2.58231 -0.40034 0.28
S 1.77964 -2.23008 4.10184 0.06
C 0.50600 -1.75439 3.22976 -0.20
S -0.62071 -2.77540 2.38332 0.50
C -1.49002 -1.36915 1.82928 -0.28
N -0.99739 -0.22938 2.31826 -0.08
N 0.05930 -0.42388 3.04011 -0.20
C 0.66227 0.73545 3.64573 0.19
C 0.76101 0.80314 5.02398 -0.21
C 1.29271 1.94835 5.59604 -0.20
C 1.71232 2.99852 4.79305 -0.19
C 1.60031 2.91120 3.41237 -0.20
C 1.07166 1.77255 2.82601 -0.21
S -2.88297 -1.36897 0.87237 0.31
H 0.42858 -0.02221 5.63705 0.23
H 1.37839 2.01721 6.67141 0.22
H 2.13528 3.88567 5.24454 0.22
H 1.95021 3.72106 2.78626 0.22
H 1.00918 1.66145 1.75276 0.25
N -2.69901 4.44728 0.48019 -0.86
C -1.42169 3.77385 0.31038 -0.34
C -1.65730 2.28669 0.42301 0.86
O -2.75840 1.92912 1.01434 -0.63
O -0.85661 1.48145 -0.03960 -0.62
H -3.19696 4.48212 -0.40266 0.39
H -2.59257 5.39041 0.82568 0.39
H -3.24245 2.77513 1.19781 0.53
H -0.74827 4.04024 1.13008 0.24
H -0.90392 3.96488 -0.63088 0.23